Entry 1:
Density functional theory data (ωB97M-V/def2-TZVPD) for a cluster of 2 separate species, C7H12 in total.

Output
Kohn-Sham gap = 0.3139 hartree
Max |F| = 0.4 eV/A
HOMO level = -8.381 eV
Charge = 0

Each line ends with the Mulliken charge.
Cartesian coordinates (Å):
C  -2.1575  -0.0968  0.2769  -1.5459
C  -1.2668  -0.6763  -0.8007  0.1173
C  -0.0797  0.0653  -1.3562  -0.2578
C  0.4171  1.2409  -0.5268  -0.5307
C  0.7782  0.7930  0.8568  -0.7503
C  0.7386  -0.7042  0.7984  -0.5325
C  0.1262  -1.1723  -0.5145  -0.2562
H  -2.9198  0.5596  -0.1575  0.3319
H  -2.6690  -0.8939  0.8281  0.3303
H  -1.6044  0.4997  1.0142  0.4471
H  -1.8074  -1.2666  -1.5386  0.4215
H  0.0901  0.0543  -2.4297  0.3744
H  1.3491  1.6716  -0.9323  0.3958
H  -0.2712  2.0967  -0.4709  0.3254
H  3.7340  1.0697  0.5278  0.1690
H  3.1136  1.2184  0.9158  -0.1359
H  0.2546  -1.0966  1.7045  0.3234
H  1.7925  -1.0158  0.9018  0.3982
H  0.4522  -2.1107  -0.9554  0.3749

Entry 2:
Density functional theory data (ωB97M-V/def2-TZVPD) for a structure of composition C14H22F6HgN10O6SSb in a non-equilibrium geometry.

Output
Kohn-Sham gap = 0.2661 hartree
Max |F| = 7.5 eV/A
HOMO level = -4.925 eV
Charge = -1

Each line ends with the Mulliken charge.
Cartesian coordinates (Å):
Hg  1.0813  0.5549  -1.1713  2.5346
N  0.7373  2.4453  0.2725  -0.3968
C  -0.4037  3.1674  -0.2888  0.2808
C  -1.2679  3.8816  0.7743  -1.2241
C  -1.9624  2.9474  1.7833  0.8103
C  -3.4171  2.5614  1.4531  -1.4404
N  -3.5238  1.4641  0.5100  -0.1561
C  -3.2296  0.1966  0.7707  0.6366
N  -3.3612  -0.3161  1.9977  -0.3776
N  -3.0051  -0.6169  -0.2715  -0.4373
C  -1.3213  2.2011  -1.0708  0.1201
O  -2.3660  2.6614  -1.5480  -0.8166
O  -1.0333  0.9726  -1.0329  -0.8791
H  0.4487  1.9546  1.1162  -0.0888
H  1.4892  3.0871  0.5120  0.2306
H  -0.0289  3.9099  -0.9986  0.5175
H  -2.0151  4.4700  0.2393  0.4617
H  -0.6243  4.5770  1.3233  0.4213
H  -1.9653  3.4280  2.7632  0.4296
H  -1.3905  2.0252  1.8932  -0.6311
H  -3.9350  3.4117  1.0016  0.4273
H  -3.9414  2.2943  2.3741  0.3739
H  -3.3430  1.7703  -0.4600  0.4195
H  -3.3848  0.2926  2.7989  0.2395
H  -2.9624  -1.2217  2.1887  0.2504
H  -2.4758  -0.1794  -1.0354  0.1739
H  -2.6818  -1.5488  -0.0596  0.3187
N  -0.6705  -0.7592  -3.7736  -0.3212
C  0.2036  -1.6494  -3.2689  0.4105
N  0.4828  -2.7291  -4.0007  -0.7517
C  1.3531  -3.5655  -3.4664  0.2876
N  1.7008  -4.6550  -4.1957  -0.4612
N  1.8710  -3.4659  -2.2326  -0.6339
C  1.4617  -2.4128  -1.5495  -0.1595
N  0.5881  -1.5079  -1.9759  -0.0950
C  2.0566  -2.1955  -0.2147  0.8277
C  2.8200  -3.1830  0.4013  -0.7143
C  3.4683  -2.8872  1.5877  -0.4314
C  3.3457  -1.6115  2.1126  -0.7998
C  2.5342  -0.7027  1.4485  -0.4179
N  1.8961  -0.9863  0.3259  0.0801
H  -0.7354  -0.8003  -4.7806  0.2996
H  -0.5225  0.1855  -3.4162  0.2139
H  1.4991  -4.5717  -5.1783  0.2625
H  2.5649  -5.1007  -3.9328  0.2528
H  2.8849  -4.1541  -0.0602  0.5145
H  4.0679  -3.6331  2.0906  0.4127
H  3.8645  -1.3236  3.0127  0.4321
H  2.3863  0.2943  1.8377  0.5246
F  -0.4264  -0.1793  2.3009  -0.3113
Sb  -0.1497  -0.3962  4.2067  2.2951
F  -0.6627  1.4509  4.3423  -0.6027
F  -2.0338  -0.8184  4.3652  -0.6058
F  1.6769  0.1195  4.1850  -0.5398
F  0.2085  -2.2299  3.8710  -0.5799
F  -0.0180  -0.6041  6.0881  -0.5384
O  2.9726  0.6006  -1.8171  -0.7754
S  2.4809  0.7362  -3.2512  0.9016
O  2.3172  -0.5963  -3.8331  -0.5795
O  1.0837  1.3302  -3.0284  -0.8748
O  3.3106  1.6121  -4.0377  -0.7204

Entry 3:
Density functional theory data (ωB97M-V/def2-TZVPD) for an isolated molecule of C37H34N4O6.

Output
Structure (SMILES) = O=C(N[C@@H](Cc1ccccc1)C(=O)OCc1ccccc1)c1nc[nH]c1C(=O)N[C@@H](Cc1ccccc1)C(=O)OCc1ccccc1
Kohn-Sham gap = 0.3446 hartree
Max |F| = 1.0 eV/A
HOMO level = -8.842 eV
Charge = 0

Each line ends with the Mulliken charge.
Cartesian coordinates (Å):
O  1.3031  0.6183  -1.1473  -0.8670
C  2.5063  0.6093  -1.3931  -0.1480
N  3.1058  -0.3904  -2.0578  -0.1396
C  2.3920  -1.5753  -2.4590  0.2380
C  1.5647  -2.1091  -1.2840  0.3132
O  1.9620  -2.1790  -0.1524  -0.6263
O  0.3972  -2.5526  -1.7266  -0.0745
C  -0.4889  -3.1711  -0.7938  -0.8868
C  -1.8037  -2.4432  -0.7374  0.5578
C  -1.8381  -1.0547  -0.7503  0.1151
C  -3.0532  -0.3957  -0.6988  -0.8642
C  -4.2353  -1.1097  -0.6043  -0.6613
C  -4.2027  -2.4928  -0.5837  -0.7580
C  -2.9918  -3.1568  -0.6624  -0.3856
H  -2.9677  -4.2374  -0.6615  0.3800
H  -5.1220  -3.0562  -0.5176  0.4461
H  -5.1794  -0.5877  -0.5541  0.4494
H  -3.0853  0.6827  -0.7417  0.6411
H  -0.9151  -0.4970  -0.8133  0.4072
H  -0.0078  -3.1691  0.1922  0.2758
H  -0.6280  -4.2051  -1.1265  0.3480
H  1.6928  -1.3447  -3.2735  0.2241
C  3.3725  -2.6760  -2.8909  -1.2196
C  2.6181  -3.9378  -3.2103  0.3199
C  2.0019  -4.0958  -4.4445  -0.2605
C  1.2590  -5.2298  -4.7195  -0.6883
C  1.1206  -6.2183  -3.7603  -0.4596
C  1.7328  -6.0695  -2.5276  -0.7097
C  2.4775  -4.9356  -2.2548  -0.2363
H  2.9492  -4.8202  -1.2893  0.3819
H  1.6298  -6.8382  -1.7756  0.4175
H  0.5384  -7.1026  -3.9733  0.4007
H  0.7849  -5.3416  -5.6834  0.3922
H  2.1060  -3.3256  -5.1953  0.4096
H  3.9274  -2.3289  -3.7652  0.6375
H  4.0727  -2.8535  -2.0720  0.4430
H  4.1079  -0.3252  -2.1733  0.4797
C  3.4432  1.6827  -1.0325  1.4126
C  3.2625  2.8601  -0.3224  -0.3249
N  4.4892  3.4574  -0.3041  -0.0313
C  5.3438  2.6619  -0.9757  -0.5394
N  4.7510  1.5916  -1.4248  -0.6487
H  6.3814  2.8874  -1.1201  0.4712
H  4.6504  4.3383  0.1634  0.2249
C  2.1615  3.5338  0.4013  0.5142
O  2.3811  4.5846  0.9879  -0.7738
N  0.9753  2.9162  0.3341  0.2983
C  -0.1588  3.3537  1.1041  -0.1313
C  -0.3358  2.5051  2.3647  0.1472
O  -0.8770  2.8919  3.3661  -0.6385
O  0.1790  1.2938  2.1913  -0.0089
C  0.0874  0.3594  3.2738  -1.3884
C  -1.1009  -0.5471  3.0969  0.7162
C  -0.9327  -1.8557  2.6672  -0.3611
C  -2.0316  -2.6788  2.4938  -0.4261
C  -3.3062  -2.1938  2.7289  -0.5564
C  -3.4795  -0.8865  3.1495  -0.7656
C  -2.3817  -0.0669  3.3423  -0.1812
H  -2.5127  0.9487  3.6860  0.6556
H  -4.4725  -0.5057  3.3370  0.4016
H  -4.1629  -2.8353  2.5866  0.4231
H  -1.8946  -3.7012  2.1737  0.4079
H  0.0636  -2.2269  2.4758  0.2575
H  0.0089  0.9212  4.2115  0.4228
H  1.0198  -0.2086  3.2456  0.4653
C  -1.4405  3.2489  0.2557  -0.4065
C  -2.6532  3.6694  1.0367  0.2179
C  -2.8959  5.0159  1.2779  -0.5468
C  -3.9926  5.4114  2.0211  -0.7967
C  -4.8623  4.4637  2.5333  -0.5315
C  -4.6292  3.1208  2.2959  -0.9086
C  -3.5311  2.7261  1.5523  0.6046
H  -3.3532  1.6744  1.3780  0.3372
H  -5.3026  2.3756  2.6942  0.4088
H  -5.7173  4.7716  3.1171  0.4015
H  -4.1682  6.4614  2.2040  0.3808
H  -2.2184  5.7584  0.8811  0.4386
H  -1.5354  2.2137  -0.0773  -0.5458
H  -1.3150  3.8868  -0.6223  0.7329
H  0.0131  4.3887  1.4206  0.6459
H  0.9153  2.0081  -0.1385  0.2324

Among the records above, which one has the lowest Kohn-Sham gap? C14H22F6HgN10O6SSb

The lowest max |F| belongs to which entry? C7H12